This record from the OMol25 dataset describes a cluster of 2 separate species, H3N3O2 in total. The level of theory is ωB97M-V/def2-TZVPD.

```
8
Properties=species:S:1:pos:R:3:forces:R:3:nbo_charge:R:1
N -1.175951 -0.890174 -0.411759 0.09 0.11 -0.09 0.349
N -0.147572 0.322843 1.250207 1.61 -2.49 -1.61 -0.608
N -0.285852 -0.225911 0.022482 0.61 0.20 -0.78 0.191
O 1.548922 0.742477 -0.772761 -0.80 -3.02 -0.69 -0.928
O -1.609440 -1.262871 -1.459817 0.04 -0.01 0.02 -0.293
H -0.971976 0.702535 1.584435 -1.40 1.63 0.81 0.389
H 0.766554 0.701734 1.075245 0.61 1.33 0.98 0.459
H 1.875316 -0.090635 -1.288031 -0.76 2.25 1.35 0.441
```
Positions in Å, forces in eV/Å.

LUMO (spin up / spin down): -2.12 / -2.12 eV
Multiplicity: 1
HOMO level (spin up / spin down): -9.1 / -9.1 eV
HOMO-LUMO gap (spin up / spin down): 7.0 / 7.0 eV



This record from the OMol25 dataset describes a cluster of 16 separate species, C61H169N15O16 in total. The level of theory is ωB97M-V/def2-TZVPD.

```
261
Properties=species:S:1:pos:R:3:forces:R:3:mulliken_charge:R:1
C -2.438916 3.633719 -3.260439 0.25 -0.01 0.64 0.043
C -1.942816 4.680939 -2.263909 0.32 1.19 -1.62 2.344
C -1.275506 5.937679 -2.921409 -0.62 -1.52 0.67 -1.457
O -0.134716 5.501479 -3.563749 0.84 0.08 -0.95 0.106
C 0.609984 6.617339 -4.005269 0.67 0.63 1.43 -1.197
N -3.066736 5.141299 -1.497639 -0.97 0.18 0.36 -0.635
H -1.669176 3.348139 -3.977399 -0.01 0.01 0.04 -0.556
H -3.337986 3.966599 -3.779069 0.09 0.19 -0.18 0.797
H -2.731686 2.772249 -2.660229 0.00 -0.24 -0.25 -0.546
H -1.203276 4.226719 -1.604469 0.09 0.02 0.15 -1.579
H -1.074206 6.611589 -2.088689 0.46 0.34 0.20 0.644
H -1.883756 6.502799 -3.627639 -0.68 -0.18 -0.07 0.477
H 0.844934 7.175739 -3.099129 0.28 0.34 0.24 0.410
H 0.049584 7.349969 -4.586059 -0.13 -0.44 -0.68 0.334
H 1.590014 6.346689 -4.398189 -0.44 -0.30 -0.49 0.320
H -3.791116 5.356719 -2.167689 -0.50 -0.14 -0.05 0.364
H -2.882706 6.046229 -1.088589 0.25 0.13 0.45 0.266
C -1.472616 0.353229 -1.591339 -0.04 -1.22 0.01 -0.805
C -0.590986 0.301729 -0.349679 -0.04 0.86 -1.00 2.710
C 0.613144 -0.586481 -0.446029 1.58 -1.55 -0.29 0.924
O 1.459174 -0.436741 0.682651 1.37 0.04 0.80 0.365
C 2.778304 -1.115041 0.635511 -1.31 0.52 -0.66 0.367
N -0.199046 1.704739 -0.123689 -0.03 -0.42 1.36 2.197
H -0.979516 0.678719 -2.507309 0.43 0.28 0.16 -0.885
H -2.310386 1.021929 -1.393659 -0.12 -0.16 -0.04 -0.863
H -1.853596 -0.647011 -1.797419 -0.35 0.09 -0.04 0.900
H -1.186126 -0.122911 0.458771 -0.15 0.48 0.34 -1.054
H 1.227854 -0.451211 -1.335939 -0.12 0.55 -0.50 -0.745
H 0.380114 -1.651201 -0.459539 -0.72 -0.15 -0.26 -1.005
H 2.736394 -2.147711 0.289181 -0.64 -0.33 0.31 0.278
H 3.212684 -1.071771 1.634281 -0.15 0.19 -0.27 -1.017
H 3.428204 -0.669871 -0.117839 0.08 0.61 0.17 0.106
H 0.607704 1.655019 0.481931 0.17 -0.04 0.37 -0.240
H 0.221864 2.092809 -0.955759 -0.10 -0.10 -0.85 -1.374
C 3.438934 -3.185171 -2.667299 -0.63 -0.70 1.39 -0.302
C 2.670594 -4.041001 -3.655509 0.42 0.06 -0.26 0.200
C 1.133194 -4.297881 -3.330069 1.48 1.52 -1.02 -0.017
O 1.046724 -4.907091 -2.095559 0.59 -0.93 1.52 -0.340
C -0.090506 -4.651541 -1.317519 -0.25 0.73 0.14 -0.150
N 2.871904 -3.322151 -4.928899 -1.84 -0.17 -0.77 -0.853
H 2.837174 -2.309621 -2.423589 0.11 0.34 -0.03 -0.236
H 4.401364 -2.897551 -3.090509 -0.06 0.00 0.12 0.565
H 3.602944 -3.729321 -1.737189 0.15 0.08 0.27 -0.241
H 3.097634 -5.043801 -3.667079 0.27 -0.02 -0.34 0.431
H 0.693314 -4.903621 -4.122329 0.05 -0.14 -0.10 0.356
H 0.634734 -3.328531 -3.328529 -0.18 0.26 0.00 -0.140
H -0.108856 -5.199901 -0.375679 0.11 -1.09 -0.58 0.368
H -0.991896 -4.745611 -1.923119 -0.24 -0.30 0.27 0.244
H -0.102966 -3.663151 -0.858129 0.19 0.84 -0.61 -0.199
H 2.427954 -2.433981 -4.744039 -0.69 0.11 -0.31 -0.132
H 3.798684 -2.993881 -5.160029 0.58 -0.90 0.44 0.401
C 1.730774 -0.191131 8.069961 -0.06 0.08 -0.96 -1.428
C 2.639284 -0.602301 6.888011 0.37 0.91 0.13 0.632
C 2.515494 0.277409 5.645831 -1.74 -1.11 0.25 0.001
O 1.257064 -0.234211 5.061981 0.40 1.32 0.02 -0.411
C 1.265244 -0.459001 3.661231 0.40 0.29 0.63 0.764
N 3.985294 -0.549481 7.388781 0.99 -0.57 0.46 -0.829
H 2.106194 -0.654731 8.982231 -0.60 -0.66 -0.11 0.421
H 0.690244 -0.343481 7.783281 -0.11 -0.47 0.59 0.270
H 1.800254 0.860529 8.347991 0.37 0.32 -0.60 0.316
H 2.461974 -1.599121 6.484261 -0.76 -0.27 0.36 0.286
H 3.346124 0.150919 4.951461 0.06 -0.14 -0.02 -0.538
H 2.446784 1.322689 5.947141 -0.26 0.23 -0.25 0.504
H 0.273014 -0.318171 3.232571 -0.17 -0.18 0.22 -0.884
H 1.597474 -1.483741 3.495061 0.08 -0.02 -0.47 0.777
H 1.911724 0.276029 3.181751 0.20 -0.36 -0.26 -0.377
H 4.070274 -1.420591 7.892811 0.06 0.01 1.15 0.386
H 4.624764 -0.817461 6.654371 0.34 0.67 -0.73 0.299
C -5.029466 1.237269 0.775091 -0.26 0.98 -0.76 -0.818
C -4.723136 2.595719 0.046561 -0.86 -1.43 2.89 2.598
C -5.826176 3.597439 0.375021 -0.46 0.10 0.28 -1.790
O -5.693806 4.082079 1.704641 -0.08 0.24 -1.38 -0.071
C -6.618766 5.131819 1.985211 1.00 -0.58 0.85 -0.998
N -3.458806 3.102839 0.610641 0.07 -0.34 -1.76 0.134
H -5.137796 1.458559 1.836881 0.27 -0.03 0.00 -0.161
H -4.246576 0.500749 0.594241 0.00 -0.01 0.01 -0.128
H -5.985396 0.840439 0.433291 0.02 -0.13 -0.16 0.717
H -4.649136 2.488099 -1.035589 0.15 -0.10 -0.10 -1.033
H -6.804866 3.124829 0.291801 -0.19 -0.36 -0.24 0.532
H -5.859846 4.414449 -0.345709 0.32 0.36 -0.09 0.522
H -7.625606 4.732139 2.106191 -0.15 0.07 0.14 0.325
H -6.641886 5.963959 1.281561 0.22 -0.15 -0.43 0.365
H -6.176116 5.494209 2.913021 -0.73 0.32 0.22 0.236
H -2.719606 2.471399 0.336831 0.37 -0.45 0.34 -0.540
H -3.342326 3.879889 -0.023969 0.85 1.47 0.34 0.365
C 1.386154 2.769079 2.851921 0.37 0.69 -0.56 -0.623
C -0.055406 2.851659 3.260101 -2.43 0.07 1.51 2.633
C -0.399016 3.696149 4.568801 -0.08 -0.85 -0.61 -1.193
O -1.662556 3.275649 5.158431 1.56 0.00 -0.42 -0.295
C -1.392086 2.073139 5.883491 0.54 -0.21 1.00 -0.712
N -0.924536 3.345069 2.157551 1.68 0.15 0.36 0.428
H 1.693214 3.763729 2.528681 0.60 -0.01 0.10 0.690
H 1.528354 2.073789 2.024591 -0.04 0.09 0.02 -0.444
H 1.992344 2.372289 3.666291 -0.05 0.38 0.17 0.178
H -0.363006 1.818569 3.421961 -0.30 0.06 0.23 -1.698
H -0.345116 4.762119 4.347691 -1.04 0.16 -0.40 0.402
H 0.429114 3.670729 5.277091 0.06 -0.88 0.32 0.483
H -1.035766 1.229259 5.292721 0.25 0.24 -0.31 -0.006
H -2.164556 1.628609 6.511011 -1.03 0.73 -0.62 0.326
H -0.669796 2.307079 6.665581 0.63 -0.04 -0.15 0.526
H -0.758426 2.821839 1.309761 -0.63 -1.10 -0.87 -0.404
H -0.677726 4.286609 1.887931 -0.55 0.81 0.42 0.449
C -5.283216 1.650879 -3.499339 -0.79 0.53 0.78 -0.388
C -6.599346 1.011469 -3.110709 -1.21 0.05 -0.17 0.810
C -7.847036 1.825369 -3.569209 1.71 -0.12 -0.04 -1.173
O -7.725256 3.130149 -3.082469 -1.39 0.85 -0.35 -0.190
C -8.721026 4.007919 -3.644279 0.44 1.09 0.63 -0.900
N -6.612856 -0.312281 -3.720469 -0.70 -0.18 -0.44 -0.497
H -5.294416 2.639749 -3.040969 0.42 0.05 -0.03 0.589
H -5.173216 1.793639 -4.574339 0.08 -0.27 -0.04 0.864
H -4.544546 0.992229 -3.042569 0.52 0.42 -0.38 -0.860
H -6.611646 0.899809 -2.026519 -0.04 -0.05 0.17 -0.539
H -8.818156 1.406269 -3.305789 0.03 -0.38 0.07 0.471
H -7.704366 1.846409 -4.649629 -0.54 -0.02 -0.53 0.454
H -8.639496 4.199669 -4.714179 0.57 -0.33 -0.18 0.338
H -8.579276 4.956579 -3.126529 0.22 0.08 -0.14 0.245
H -9.784026 3.820249 -3.492969 0.03 -1.08 0.45 0.349
H -6.815006 -0.163161 -4.698739 0.34 -0.06 -0.55 0.346
H -7.416936 -0.856071 -3.441449 -0.21 -0.14 0.49 0.291
C 2.099904 3.762619 -0.544849 1.47 0.98 0.53 -1.942
C 2.424214 3.578249 -1.996949 0.24 -0.91 -0.03 1.128
C 3.570494 2.601429 -2.208259 1.88 0.38 -0.02 -0.537
O 4.838284 3.125329 -1.753389 -0.15 -0.41 0.82 -0.573
C 5.911214 2.194389 -2.006819 -0.79 0.83 0.01 -0.615
N 1.225124 2.984929 -2.544189 -0.16 -0.39 0.01 0.621
H 1.156464 4.286939 -0.392849 -0.18 -0.15 -0.02 0.430
H 2.881394 4.381079 -0.103399 0.02 -0.04 0.38 0.601
H 2.123714 2.784139 -0.065159 -0.12 0.17 0.08 0.205
H 2.758054 4.463179 -2.538759 -0.25 0.61 0.26 0.700
H 3.782744 2.486839 -3.271239 -0.82 -0.55 -0.41 0.573
H 3.445574 1.644369 -1.701769 -0.54 -0.29 -0.11 -0.023
H 6.064464 2.187709 -3.085969 0.48 -0.11 -0.08 0.414
H 5.710744 1.172919 -1.683559 -0.43 -0.12 0.17 0.067
H 6.779504 2.531429 -1.440609 0.00 0.19 -0.32 0.314
H 0.489074 3.669989 -2.449179 -0.03 0.10 -0.32 -1.781
H 1.350214 2.820959 -3.532909 -0.23 0.23 -0.06 0.340
C 8.110094 -5.109631 0.773771 0.22 0.93 0.43 -1.061
C 6.953834 -5.966211 1.092001 -2.20 -1.67 0.14 0.294
C 5.558064 -5.289181 1.143191 0.51 0.24 -0.57 0.672
O 4.559164 -6.269121 1.338101 0.62 -0.85 0.89 -0.492
C 3.284034 -5.934601 0.876721 0.05 0.77 -0.73 -0.522
N 6.862214 -7.056221 0.134641 -0.02 -0.89 -0.44 -0.856
H 9.044894 -5.659621 0.665281 -0.12 -0.16 0.24 0.409
H 8.165644 -4.442261 1.633791 0.63 0.56 -0.28 0.138
H 7.968094 -4.575351 -0.165629 -0.14 0.17 0.07 0.277
H 7.021254 -6.450041 2.066401 0.48 0.39 0.61 0.424
H 5.368884 -4.760561 0.208921 0.02 0.06 -0.41 -0.059
H 5.541804 -4.531551 1.926671 -0.11 0.07 0.28 -0.431
H 3.008594 -4.959071 1.277451 -0.36 0.20 0.02 0.090
H 2.505494 -6.659591 1.114121 0.47 -0.22 0.43 0.356
H 3.320444 -5.875811 -0.211079 -0.21 0.23 -0.27 0.331
H 5.976424 -7.523681 0.264871 -0.63 0.29 -0.19 0.287
H 7.451664 -7.793961 0.492961 0.77 -0.08 -0.33 0.275
C -3.830156 -3.467591 -1.122489 -1.11 -0.74 -0.86 -1.350
C -4.939116 -2.633521 -1.836299 1.43 0.09 1.72 0.482
C -5.998266 -2.191541 -0.827359 -0.68 -2.33 -0.41 -0.545
O -6.644596 -3.454821 -0.421839 -0.15 1.05 -0.68 -0.435
C -7.951686 -3.325051 0.141221 1.05 0.08 0.09 -0.767
N -4.296166 -1.448231 -2.333909 0.48 1.04 0.18 1.231
H -3.292086 -2.870961 -0.385869 0.06 0.19 -0.27 0.184
H -3.181076 -3.894251 -1.887189 0.46 0.31 0.05 -0.037
H -4.229456 -4.347041 -0.617289 -0.28 0.10 0.11 0.570
H -5.415466 -3.115111 -2.690269 -0.31 -0.83 0.39 0.523
H -6.623126 -1.533141 -1.430819 -0.81 0.07 0.47 0.463
H -5.650096 -1.681201 0.070651 0.36 0.14 -0.15 0.180
H -8.590776 -2.732201 -0.513139 -0.16 0.19 0.18 0.270
H -7.817336 -2.903671 1.137461 -0.51 0.43 0.10 0.278
H -8.397986 -4.309351 0.282841 0.23 -0.08 -0.27 0.272
H -3.671346 -1.684521 -3.091439 0.32 -0.07 -0.08 -0.777
H -5.008766 -0.882421 -2.772269 -0.06 -0.03 -0.23 -0.440
C 4.531724 -2.355231 3.941191 0.48 -1.15 -0.45 -0.525
C 5.867414 -2.461011 4.695221 -0.50 -0.71 -0.09 -0.064
C 7.125634 -2.910501 3.897741 -0.76 -0.55 1.21 0.065
O 8.314274 -2.934051 4.732111 0.20 -0.26 0.21 -0.495
C 8.317864 -3.913311 5.838181 -1.66 1.10 -0.35 -0.771
N 6.001224 -1.217411 5.388561 1.47 0.75 0.42 -0.413
H 3.739674 -2.025291 4.613431 0.14 -0.11 0.00 -0.199
H 4.262554 -3.318841 3.508631 -0.21 -0.17 0.09 0.639
H 4.570574 -1.686931 3.080971 0.33 0.33 0.12 -0.443
H 5.804254 -3.161691 5.527791 -0.63 -0.45 -0.22 0.694
H 7.144194 -2.231361 3.045371 1.13 0.17 0.04 -0.197
H 7.011574 -3.921231 3.505931 -0.37 -0.12 -0.08 0.150
H 7.482014 -3.649121 6.485991 -0.14 -0.03 0.24 0.300
H 9.174834 -3.852771 6.509031 0.43 0.33 -0.87 0.336
H 8.113204 -4.947881 5.562711 0.35 -0.01 -0.61 0.277
H 6.289144 -0.465191 4.779161 -0.12 0.22 -0.36 -0.082
H 6.815184 -1.341971 5.973421 0.25 0.32 0.54 0.405
C 2.819684 0.051419 -5.033769 0.27 0.29 1.68 -2.436
C 1.446504 0.334349 -4.419089 -1.12 0.10 -1.57 2.361
C 0.680924 1.381959 -5.296229 1.20 -0.42 1.36 -0.633
O 1.336994 2.629299 -5.211269 -0.49 0.21 -1.95 -0.671
C 0.864414 3.519449 -6.236299 0.61 0.52 0.65 -0.830
N 0.682334 -0.914161 -4.579549 0.55 -0.12 0.05 0.911
H 2.831534 -0.426211 -6.013479 -0.25 0.53 -0.23 0.469
H 3.310304 -0.662481 -4.372139 0.10 -0.07 0.09 0.534
H 3.406524 0.962829 -4.919549 0.16 -0.02 -0.76 0.359
H 1.553524 0.686309 -3.393039 -0.16 -0.24 0.04 -1.596
H -0.347056 1.520509 -4.961319 -0.29 -0.27 0.00 -0.091
H 0.714374 0.947449 -6.295319 -0.18 0.35 -0.41 0.868
H 1.028574 3.121989 -7.237889 0.20 -0.11 0.03 0.362
H 1.421214 4.443079 -6.078259 0.11 -0.06 -0.32 0.246
H -0.184686 3.801939 -6.148609 -0.28 -0.37 0.31 0.222
H 0.706804 -0.984111 -5.586829 -0.20 -0.91 -0.33 0.481
H -0.304906 -0.901001 -4.366759 -0.24 0.41 0.46 -0.914
C -1.858536 -4.305591 -5.311049 0.28 -0.75 -0.26 -1.377
C -3.360956 -3.955681 -5.286549 1.37 -0.29 -0.83 1.365
C -3.530826 -2.507291 -5.736039 -0.02 0.15 0.51 -0.907
O -2.768366 -1.546241 -5.002479 0.16 -0.75 0.45 -0.091
C -2.972136 -0.252281 -5.446909 -0.01 1.45 -0.30 -0.593
N -4.098286 -4.833971 -6.230049 0.20 0.36 0.71 -0.771
H -1.507126 -4.627601 -6.291309 -0.38 0.30 -0.53 0.387
H -1.592416 -5.197951 -4.744499 -0.33 0.13 0.52 0.380
H -1.174316 -3.501901 -5.038979 -0.37 0.14 0.32 0.092
H -3.750126 -4.139831 -4.285189 -0.15 0.23 0.03 -0.230
H -4.584606 -2.275271 -5.581739 -0.29 0.33 -0.51 0.217
H -3.197586 -2.441851 -6.771789 -0.38 0.00 -0.32 0.489
H -3.999276 0.112309 -5.434389 -0.43 -0.53 0.14 0.270
H -2.618676 -0.048141 -6.457599 0.22 -0.43 -0.38 0.558
H -2.440256 0.464399 -4.821149 0.22 -0.26 0.35 -0.321
H -5.028886 -4.467111 -6.369629 -0.33 -0.08 0.11 0.269
H -3.672416 -4.822201 -7.145799 0.31 0.01 -0.08 0.310
C 5.320534 2.095959 1.812781 -0.68 -1.44 0.26 -1.427
C 6.291744 1.161309 2.548841 1.07 -0.66 -0.41 3.123
C 7.075594 0.231189 1.561071 -1.28 -0.23 0.47 -1.585
O 6.142174 -0.685161 0.940231 0.42 0.55 -0.97 0.141
C 6.735294 -1.460171 -0.101189 0.51 -0.44 -0.03 -0.872
N 7.332124 1.851939 3.281531 0.46 0.83 -0.07 -0.783
H 5.788194 2.876149 1.212201 0.04 -0.10 0.18 0.327
H 4.487404 2.458499 2.414911 0.51 0.64 0.63 0.500
H 4.723504 1.428109 1.191791 0.28 -0.05 -0.75 -0.008
H 5.842154 0.481029 3.272151 -1.18 -0.06 -0.47 -1.838
H 7.770174 -0.404531 2.110181 0.33 0.20 0.28 0.574
H 7.658724 0.867629 0.895491 -0.18 -0.13 -0.54 0.355
H 6.066274 -2.191021 -0.555459 -0.61 0.05 0.66 0.115
H 7.595584 -2.019481 0.266471 0.10 -0.14 0.30 0.257
H 7.113904 -0.946711 -0.984999 -0.03 0.98 0.18 0.447
H 6.960614 2.492989 3.967931 -0.08 0.07 0.03 0.295
H 7.923214 1.191839 3.766281 0.13 -0.02 0.09 0.304
C -6.188216 1.599249 6.366311 1.05 -0.54 0.03 -1.681
C -5.016436 2.079919 5.481111 -0.42 -0.03 -0.37 0.250
C -4.462446 0.938859 4.606081 -0.28 0.22 0.01 -1.161
O -3.430186 1.346029 3.741031 1.29 0.14 -0.86 0.373
C -2.769786 0.255449 3.080961 -1.15 -0.45 0.71 -1.451
N -5.432316 3.159469 4.612401 0.35 0.56 -0.18 -0.346
H -6.443136 2.360299 7.103821 0.13 -0.10 0.08 0.412
H -5.821406 0.689549 6.841701 -0.37 -0.07 0.56 0.411
H -7.108216 1.343409 5.840721 0.16 0.06 -0.41 0.346
H -4.212486 2.452219 6.116051 -0.01 0.05 0.04 0.326
H -5.309726 0.643849 3.987051 -0.29 -0.64 -0.12 0.325
H -4.100576 0.107429 5.210961 -0.23 -0.22 0.24 0.526
H -2.122336 -0.321161 3.741591 0.19 0.13 0.34 1.089
H -2.212926 0.475509 2.170151 -0.04 1.01 0.23 -0.382
H -3.523956 -0.456351 2.745271 -0.29 -0.26 -0.11 0.661
H -6.290646 2.929719 4.132221 -0.10 -0.08 -0.13 0.166
H -5.607566 3.995729 5.150971 -0.02 0.10 0.04 0.283
C -1.498006 -3.102961 2.207191 0.61 -0.74 0.13 -0.096
O -2.141106 -3.074741 3.437681 -0.83 0.17 1.09 -0.594
H -1.726366 -4.012561 1.651701 -0.34 0.01 -0.36 0.482
H -1.711576 -2.212801 1.615501 0.35 0.10 -0.21 -0.196
H -0.459306 -3.233741 2.510651 0.31 0.57 -0.59 0.148
H -3.080446 -2.904631 3.336131 -0.08 -0.08 -0.09 0.318
```
Positions in Å, forces in eV/Å.

LUMO (spin up / spin down): -1.57 / -6.09 eV
Multiplicity: 2
Charge: +1
HOMO level (spin up / spin down): -10.3 / -10.3 eV
HOMO-LUMO gap (spin up / spin down): 8.8 / 4.2 eV



Taking the records one at a time from the top gives largest force on an atom values of 3.368; 3.334 eV Å⁻¹.